(1)
{"formula": "C4H8O3", "method": "the ωB97M-V functional and the def2-TZVPD basis", "e_above_lowest_kcal_mol": 21.36, "homo_ev": -10.24, "total_charge": 0, "gap_ev": 11.1, "mol_weight_g_mol": 104.1, "species": ["C", "C", "O", "C", "O", "C", "O", "H", "H", "H", "H", "H", "H", "H", "H"], "xyz": [[-1.68006, 1.01603, -0.72254], [-0.30403, 0.67254, -0.15837], [-0.34506, 0.98066, 1.21567], [0.03777, -0.79355, -0.42420], [1.46216, -1.05892, -0.41836], [2.09241, -1.10413, 0.74699], [1.61037, -0.89781, 1.83714], [-2.39118, 0.19289, -0.58719], [-1.63510, 1.27075, -1.78566], [-2.06117, 1.87776, -0.16977], [0.46204, 1.27530, -0.67690], [0.32755, 0.45207, 1.67327], [-0.26784, -1.08881, -1.43034], [-0.45643, -1.43679, 0.31268], [3.14857, -1.35799, 0.58759]]}

---

(2)
{"formula": "C4H12OS2", "method": "the ωB97M-V functional and the def2-TZVPD basis", "e_above_lowest_kcal_mol": 38.15, "homo_ev": -7.77, "total_charge": 0, "gap_ev": 8.5, "mol_weight_g_mol": 140.3, "species": ["C", "C", "S", "S", "C", "C", "H", "H", "H", "H", "H", "H", "H", "H", "H", "H", "H", "H", "O"], "xyz": [[-0.04675, 3.55150, 0.68499], [-0.79571, 2.98400, -0.51178], [-1.95892, 1.53126, -0.36830], [-0.48829, 0.15527, -0.48726], [-1.46152, -1.18108, -1.36131], [-0.84954, -2.55292, -1.08378], [0.20265, 4.55057, 0.19891], [0.74837, 3.00655, 1.09466], [-0.84427, 3.74362, 1.52228], [0.07869, 2.62502, -1.22004], [-1.44841, 3.83959, -0.85505], [-2.56530, -1.15143, -0.98807], [-1.53030, -0.81952, -2.47613], [-1.28751, -3.39053, -1.77216], [-0.80330, -2.79092, 0.03449], [0.17776, -2.38052, -1.33115], [4.70017, -3.35555, 3.44066], [4.06763, -4.65742, 2.74355], [4.10455, -3.70748, 2.73550]]}

---

(3)
{"formula": "C4H5NO", "method": "the ωB97M-V functional and the def2-TZVPD basis", "e_above_lowest_kcal_mol": 87.18, "homo_ev": -7.95, "total_charge": 0, "gap_ev": 8.1, "mol_weight_g_mol": 83.1, "species": ["O", "C", "C", "N", "C", "C", "H", "H", "H", "H", "H"], "xyz": [[-1.74806, -1.28864, -0.36208], [-0.52927, -0.61747, -0.38199], [-0.56804, 0.86594, -0.26591], [0.56264, 1.18586, 0.28941], [1.30153, 0.01686, 0.69741], [0.64158, -1.13434, 0.40502], [-1.51893, -2.16802, -0.02712], [-1.25825, 1.59399, -0.67407], [0.89568, 2.14139, 0.36737], [2.24078, 0.20859, 1.20513], [-0.06378, -0.63724, -1.40553]]}